Computed, not measured: a structure of composition C31H34N11Rh, with ωB97M-V/def2-TZVPD.

Last column: Mulliken spin population.
Positions of all 77 atoms, in Å:
Rh -0.551153 0.097822 0.323041  2.490
C -2.237646 -1.764615 -1.806972  0.007
N -2.048200 -1.665263 -0.349356  0.131
C -1.440700 -2.909331 0.163557  -0.031
C -3.299752 -1.345758 0.305031  0.134
C -4.252227 -2.304277 0.586742  -0.065
C -5.441517 -1.950339 1.216146  0.161
C -5.681257 -0.626848 1.577188  -0.051
C -4.754624 0.348481 1.282378  0.162
C -3.554669 0.009619 0.624062  -0.035
N -2.548024 0.888213 0.352120  0.528
C -2.722945 2.255434 0.292874  -0.042
C -3.933009 2.868436 -0.070222  0.139
C -4.028104 4.244677 -0.128787  -0.056
C -2.925283 5.032405 0.181374  0.127
C -1.713378 4.436419 0.506771  -0.060
C -1.592440 3.058709 0.537526  0.060
N -0.321940 2.421359 0.842093  0.115
C 0.770322 2.947956 -0.001856  -0.007
C 0.031778 2.590244 2.261991  0.004
H -2.914005 -2.588094 -2.054063  0.001
H -1.273228 -1.943261 -2.279637  0.002
H -2.661240 -0.837090 -2.188516  0.002
H -2.026049 -3.792075 -0.103019  0.012
H -1.352546 -2.854633 1.247112  0.000
H -0.446873 -3.009555 -0.273809  0.004
H -4.079867 -3.337637 0.318991  0.004
H -6.177366 -2.712240 1.434096  0.003
H -6.589714 -0.363768 2.101066  0.001
H -4.919596 1.367741 1.602029  -0.002
H -4.783131 2.255201 -0.336563  -0.003
H -4.961624 4.707042 -0.418432  0.000
H -3.003534 6.110699 0.159500  0.003
H -0.857190 5.058973 0.732299  0.002
H 1.007863 3.986840 0.239230  0.004
H 0.492507 2.886465 -1.050123  0.002
H 1.659544 2.340338 0.173167  0.002
H 0.170063 3.644542 2.516315  0.001
H 0.969578 2.066042 2.453409  -0.001
H -0.759416 2.179954 2.888526  0.004
N 0.116651 -0.857817 2.740848  0.063
C 1.022119 -1.505365 1.884515  -0.016
N 1.408541 -2.709983 2.163460  0.020
C 1.943889 -3.357630 1.051970  0.002
N 2.010201 -4.692071 1.194926  0.003
N 2.279576 -2.799746 -0.073432  0.008
C 2.323023 -1.369828 -0.024251  -0.039
N 1.273392 -0.796165 0.753302  0.106
C 1.439123 -0.012776 -2.272607  -0.009
C 1.990250 0.532930 -3.432065  0.004
C 1.193392 1.321282 -4.245935  -0.004
C -0.104826 1.600009 -3.857331  -0.004
C -0.528940 1.105219 -2.640862  -0.002
N 0.217540 0.314681 -1.859326  0.089
H -0.150508 -1.469175 3.503950  0.003
H 0.452264 0.027613 3.096616  -0.007
H 1.692358 -5.107883 2.051312  0.000
H 2.404826 -5.262352 0.469664  0.000
H 3.030300 0.397162 -3.687039  0.001
H 1.604037 1.733056 -5.158076  0.000
H -0.760779 2.219145 -4.451786  0.000
H -1.506379 1.354945 -2.244194  0.002
N 4.370590 -1.816939 -1.723014  0.000
C 3.207341 -1.536842 -2.239503  0.000
N 2.236093 -0.951543 -1.527624  0.005
C 3.710740 -0.920867 0.388303  0.021
C 4.035775 -0.314213 1.590875  0.001
C 5.369220 -0.146099 1.942857  0.001
C 6.387906 -0.577004 1.104464  0.000
C 6.084882 -1.165243 -0.116906  0.000
C 4.752312 -1.313580 -0.442265  0.000
H 5.039663 -2.343605 -2.266846  0.000
H 3.046349 -1.766165 -3.285501  0.000
H 3.250434 0.004144 2.262750  0.000
H 5.619132 0.310807 2.890706  0.000
H 7.421067 -0.446244 1.394009  0.000
H 6.869039 -1.480684 -0.793245  0.000

Forces on the atoms, in the same order (eV/Å):
0.2947 -0.2774 -0.0954
0.0170 0.0520 -0.0391
-0.0579 0.0738 0.2656
0.0206 0.0381 -0.0314
-0.0871 -0.1460 -0.0136
0.0622 -0.0011 0.0023
-0.0126 0.0084 -0.0053
0.0217 0.0068 -0.0172
-0.0856 -0.0514 0.0805
0.1097 0.0678 -0.0724
-0.2046 0.2521 -0.0178
0.0091 -0.1860 0.0559
-0.0585 0.1418 -0.0593
0.0218 -0.0337 0.0106
-0.0068 0.0082 0.0141
0.0289 -0.0231 -0.0323
0.0504 0.1656 -0.0013
-0.1073 -0.0205 -0.3311
0.0516 0.0020 0.1131
-0.0704 -0.0914 0.0562
-0.0050 0.0021 0.0117
-0.0046 0.0058 -0.0026
-0.0043 -0.0041 -0.0005
0.0073 -0.0099 -0.0243
-0.0150 -0.0084 -0.0008
-0.0019 -0.0218 -0.0025
-0.0146 -0.0093 0.0178
0.0047 0.0000 0.0032
-0.0032 -0.0064 -0.0034
0.0061 -0.0863 0.0535
0.0565 0.0528 -0.0583
-0.0002 -0.0003 0.0002
0.0019 -0.0032 -0.0125
-0.0140 0.0154 -0.0057
0.0151 -0.0056 0.0200
-0.0144 0.0239 -0.0089
0.0036 0.0092 -0.0196
-0.0047 0.0061 -0.0118
0.0074 0.0208 0.0025
0.0028 -0.0055 0.0026
0.1458 -0.2162 0.1205
-0.0636 0.1156 -0.0149
0.0665 0.0322 -0.2593
-0.2327 -0.1103 0.1760
0.0137 0.0235 -0.0502
0.0646 0.0660 0.0647
-0.2940 0.0812 -0.3584
0.0358 0.1958 0.0508
0.1502 -0.2295 0.4450
-0.1044 0.1484 -0.0745
0.1083 -0.0343 0.0057
-0.0721 0.0234 0.0512
0.0284 -0.0047 0.0659
-0.0305 -0.1495 0.0238
-0.0079 0.0214 0.0163
-0.0116 0.0295 -0.0592
0.0253 0.0027 0.0167
0.0211 0.0091 0.0034
0.0192 -0.0427 0.0262
-0.0200 0.0108 -0.0034
0.0107 -0.0053 -0.0142
-0.0140 0.0004 -0.0431
0.0742 0.1126 0.3031
0.0287 -0.0925 -0.0693
0.0038 0.1758 -0.0859
0.2902 0.0053 0.2049
-0.0404 -0.0171 -0.0486
0.0006 0.0300 0.0495
0.0061 -0.0497 -0.1110
0.0451 0.1310 0.2375
-0.2332 -0.2467 -0.4794
-0.0085 0.0000 -0.0309
-0.0063 0.0327 -0.0079
0.0025 -0.0033 0.0184
-0.0125 0.0074 -0.0029
-0.0014 -0.0071 0.0063
-0.0085 -0.0072 -0.0159

Computed properties:
* net charge: +2
* highest occupied orbital energy (alpha / beta): -0.4765 / -0.5026 Eh
* frontier orbital gap (alpha / beta): 7.4 / 6.6 eV
* strongest force on any atom: 0.587 eV/A
* 2S+1: 5
* LUMO level (alpha / beta): -5.517 / -7.107 eV
* energy above the lowest of the compared OMol25 structures with the same formula, charge and spin: 49.7 kcal per mole